(1)
Formula: C23H67O32P7S
Source: the Open Molecules 2025 dataset
Level of theory: ωB97M-V/def2-TZVPD

The calculation puts the energy above the lowest of the compared OMol25 structures with the same formula, charge and spin at 12.1 kcal/mol. The spin multiplicity is 1. The value obtained for the HOMO energy is -0.37377 Eh.

```
130
Properties=species:S:1:pos:R:3:forces:R:3
C -1.20178 2.28507 3.10442 0.7088 1.0737 0.6225
O -1.39947 2.40670 1.68921 -0.5265 0.0408 -0.0472
P -1.24513 3.82895 0.98315 0.9284 0.8299 -0.6431
O -1.48801 5.00263 1.83766 0.1341 -0.7579 -0.0880
O 0.23608 3.73066 0.32525 -1.5906 0.0740 0.3238
C 1.34565 3.95110 1.19622 0.2710 -0.1826 0.5911
O -2.13175 3.77502 -0.34688 0.7556 -0.5855 1.0423
C -3.43371 3.18905 -0.33746 -0.4551 -0.1530 -0.9020
H -0.57859 1.41910 3.30796 -0.3606 -0.3041 -0.0842
H -2.13128 2.33694 3.66463 -0.2107 -0.5365 -0.2486
H -0.64905 3.14285 3.49732 0.1490 0.0228 -0.2679
H 1.10146 3.95610 2.26233 -0.4729 0.2395 -0.1202
H 1.79980 4.90458 0.94241 0.2551 -0.1726 -0.1427
H 2.01491 3.09345 1.11371 0.2265 0.2394 -0.4944
H -4.19616 3.93633 -0.11719 0.1333 -0.0072 0.3779
H -3.51313 2.29778 0.28386 0.1096 0.1974 0.2202
H -3.61232 2.87289 -1.36785 0.0392 -0.0441 0.0607
C -0.71525 3.80093 6.60861 -0.5520 -1.1934 0.3132
O 0.53262 4.41710 6.37455 0.7727 -0.1193 -0.3153
P 1.89551 3.61024 6.16274 -0.5538 0.0523 -0.6912
O 2.12927 2.39801 6.94618 -0.0571 0.5090 0.0519
O 2.95542 4.75857 6.35952 -0.0922 -0.5267 0.6850
C 2.83323 6.11630 6.00973 0.5814 1.2600 -0.4737
O 1.89228 3.31997 4.57209 -0.2208 0.4174 0.5450
C 3.10514 2.82130 4.02826 0.7639 -0.8026 -0.9910
H -1.11815 4.13637 7.56394 -0.0006 0.2879 -0.1657
H -0.62518 2.71233 6.69842 0.2366 0.0832 -0.0199
H -1.41954 3.97613 5.79459 0.1678 0.4219 0.0126
H 3.29218 6.27082 5.02989 -0.2101 -0.0394 -0.0526
H 3.41162 6.72402 6.70902 0.1066 -0.3693 0.1367
H 1.83844 6.56092 6.01895 -0.2650 -0.6715 -0.0458
H 3.94738 2.86364 4.71784 -0.0901 0.1873 0.0807
H 3.36432 3.32885 3.09517 -0.1138 0.6405 0.3565
H 3.02692 1.78950 3.67645 -0.4757 -0.1587 0.5710
C 6.58559 -0.18187 -3.03934 -0.0306 0.1709 -0.6170
O 6.58084 -0.56862 -1.66296 -0.6053 -0.4602 0.4643
P 5.58709 -1.77542 -1.29687 0.4244 0.1318 0.5174
O 4.17920 -1.55804 -1.63577 0.1086 -0.2908 -0.1848
O 5.91663 -1.94785 0.25936 0.3951 0.0700 -1.2500
C 5.04007 -2.66173 1.12149 -1.0971 -0.1003 0.5101
O 6.23781 -3.05691 -2.02919 -0.0722 0.9260 0.4384
C 7.62286 -3.26496 -1.73011 0.7612 -0.1702 1.0501
H 5.82974 -0.70642 -3.62704 0.1524 -0.2913 0.0781
H 7.58363 -0.36908 -3.43168 -0.0635 -0.0537 -0.1181
H 6.34396 0.87178 -3.18017 0.1365 0.0795 0.5330
H 5.39908 -3.63227 1.46795 0.7279 0.2367 -0.1817
H 4.07525 -2.88958 0.66412 0.0277 0.3997 -0.1840
H 4.87677 -1.99962 1.96945 -0.0971 -0.2139 0.1138
H 8.32393 -2.53869 -2.14874 -0.4206 -0.2058 -0.9718
H 7.83904 -4.30415 -1.95415 0.1814 0.1390 -0.3941
H 7.87329 -3.11495 -0.67248 -0.6800 -0.2949 0.1633
C -3.78232 0.24845 2.70317 -0.4472 0.4682 0.3416
O -4.39819 0.13229 1.40574 0.1818 -0.8633 -0.0558
P -4.97159 -1.26907 0.90073 -0.7143 -0.8011 1.9783
O -4.29024 -1.88079 -0.23446 -0.1387 0.4614 -0.4896
O -4.96016 -2.18662 2.24057 0.0820 1.3094 -1.1603
C -5.86560 -3.27140 2.43226 0.2507 -0.8465 -0.1614
O -6.54648 -0.99868 0.77442 0.4626 -0.0127 -0.1266
C -7.15758 -0.55407 -0.43764 -0.3548 0.1973 0.1633
H -4.39942 -0.22520 3.46361 0.0486 -0.1852 -0.0865
H -3.78460 1.31216 2.92371 0.1943 0.0088 -0.1422
H -2.77317 -0.15759 2.73220 -0.0149 -0.0191 -0.2282
H -5.26483 -4.10908 2.78886 -0.1144 0.1064 0.3459
H -6.32031 -3.65179 1.51445 -0.0320 0.4454 -0.1363
H -6.64161 -2.98622 3.13843 0.0324 0.0070 0.0258
H -7.99517 0.09872 -0.18819 0.1303 0.0209 0.2794
H -7.59488 -1.41071 -0.94755 0.3847 0.0050 -0.3266
H -6.46150 0.03332 -1.03315 0.0152 -0.3036 -0.2896
C -0.54403 1.31392 -5.87141 0.8557 0.9793 0.0120
O -1.21108 0.18297 -5.33420 -0.0885 -0.8030 0.4050
P -0.51974 -0.73957 -4.22173 0.5632 -0.1592 -0.8459
O -0.45779 -0.17684 -2.86863 0.0470 -0.2395 -0.1355
O 0.92508 -1.01260 -4.90594 -1.0619 0.4539 0.7620
C 1.88506 -1.72408 -4.11738 0.4490 -0.6747 -0.0122
O -1.26549 -2.14756 -4.30697 -0.2012 1.1400 0.1736
C -2.20002 -2.48115 -5.33889 0.3727 -0.2082 -0.7927
H -0.61874 1.35447 -6.95740 -0.0980 -0.4827 0.0243
H 0.51046 1.31528 -5.58584 -0.0096 -0.0976 -0.1607
H -0.94249 2.26320 -5.50892 -0.3679 -0.2851 0.2408
H 1.72196 -1.69498 -3.03967 -0.2218 0.3466 -0.1017
H 2.87218 -1.31451 -4.31885 -0.0681 0.0370 -0.0441
H 1.85489 -2.77532 -4.41299 0.1053 0.0664 -0.0448
H -2.56389 -1.60482 -5.87140 -0.1344 0.0864 0.3168
H -3.02069 -3.05062 -4.91319 0.0729 0.0487 0.1464
H -1.67085 -3.07679 -6.08762 -0.1185 -0.1808 0.1450
C -3.49066 -8.91448 0.99558 -0.5180 -0.1959 0.0730
O -2.84003 -7.70859 0.59249 0.2223 0.4766 0.6452
P -3.26842 -6.34901 1.32465 0.1755 1.1800 0.4828
O -3.45094 -6.30933 2.78613 -0.1248 -1.0289 -0.5956
O -2.14436 -5.31536 0.87643 -0.6219 -0.6068 -0.6860
C -0.83662 -5.44390 1.41454 0.6271 0.4048 0.8008
O -4.57458 -5.89272 0.56272 -0.2262 -0.1654 0.3482
C -4.60799 -5.03038 -0.57587 0.8299 0.4317 0.1352
H -3.88899 -8.82649 2.00964 0.1317 -0.0048 -0.0384
H -2.77886 -9.73688 0.95701 0.0451 0.1305 -0.0725
H -4.32345 -9.10379 0.31292 0.1172 -0.0810 0.0400
H -0.83690 -5.80498 2.44681 -0.3106 -0.2452 -0.1286
H -0.41947 -4.44099 1.50112 0.0482 -0.0399 -0.3857
H -0.20344 -6.08927 0.80646 -0.1312 0.0610 -0.1405
H -4.01988 -5.49032 -1.37319 -0.3448 0.1494 -0.2176
H -4.16084 -4.07854 -0.29368 0.0796 -0.0375 -0.2302
H -5.64044 -4.81696 -0.84419 -0.0209 -0.4647 -0.0558
C 2.32726 1.87592 -2.59246 -0.1761 -1.3014 -0.5405
O 2.49023 2.87359 -3.58792 0.7564 0.8058 -0.1737
P 1.94028 4.36143 -3.33863 -0.0645 -1.2324 -0.4358
O 2.24035 4.86247 -2.00001 -0.3315 0.1708 -0.1452
O 2.59606 5.17670 -4.52029 -0.4015 -0.0772 0.3823
C 2.12862 5.19842 -5.86060 0.2525 0.0386 -0.9028
O 0.41287 4.17489 -3.80349 0.4818 0.8804 0.1605
C -0.52288 3.55726 -2.90642 0.4012 -0.5363 0.4750
H 1.64605 1.14557 -3.04146 -0.5379 0.2244 0.6430
H 1.99466 2.29115 -1.64273 -0.0444 -0.1343 -0.0054
H 3.21938 1.25285 -2.46599 0.3930 0.7044 0.1184
H 2.09638 6.22812 -6.21233 -0.2572 0.1255 0.3206
H 1.16383 4.71752 -5.99631 -0.0813 0.0823 0.2285
H 2.84419 4.71781 -6.52989 0.1312 -0.2946 0.3080
H -1.26117 4.28019 -2.57599 -0.1235 -0.0461 -0.2909
H -0.03672 3.16989 -2.00992 0.0851 0.2772 -0.0091
H -0.92081 2.67149 -3.39876 -0.3841 0.2453 -0.1040
O 1.61526 -0.32007 3.07989 -0.5682 -0.2442 -0.1769
S 1.05103 -1.43750 2.38608 0.2533 -0.4383 -2.2000
O 1.03332 -2.73359 2.99730 -0.5136 1.2063 -0.4509
O -0.36805 -1.03899 1.67354 0.2547 -0.1197 1.3287
C -0.19829 -0.40584 0.38077 1.4698 -0.1080 -0.1836
C 1.31372 -0.58241 0.08391 -0.1458 0.1184 -0.4689
O 1.78654 -1.59967 0.93661 -0.0627 -0.7343 1.8536
H -0.81905 -0.90625 -0.35502 -0.1740 -0.0858 0.2112
H -0.36019 0.66820 0.39383 -0.6231 -0.0965 0.3874
H 1.87274 0.32317 0.33058 -0.0544 0.0890 -0.4250
H 1.49463 -0.96086 -0.91858 0.0833 0.4657 -0.0629
```
Forces are in eV/Å.

Atom charges from the Mulliken analysis, given in e for atoms 1 to 6: C -0.90; O 0.40; P 0.36; O -0.76; O 0.21; C -0.70

(2)
Formula: C23H68N2O11
Source: the Open Molecules 2025 dataset
Level of theory: ωB97M-V/def2-TZVPD

The calculation puts the energy above the lowest of the compared OMol25 structures with the same formula, charge and spin at 154.8 kcal/mol. The spin multiplicity is 1. The value obtained for the HOMO energy is -0.34152 Eh.

```
104
Properties=species:S:1:pos:R:3:forces:R:3
N -0.43234 -0.87216 0.29745 -3.4714 -0.3513 2.8255
C 0.16485 0.28062 0.38285 -1.6505 4.6383 2.9928
N 1.16177 0.34722 -0.44162 1.3104 2.6827 0.3141
O -0.18029 1.39497 1.16062 0.8692 -5.2999 -3.0788
H -1.31463 -0.95372 0.88024 1.2251 -0.3954 -1.3686
H -0.02046 -1.66119 -0.15290 0.0452 -0.2949 -0.3126
H 1.80836 1.07141 -0.23546 0.7691 0.5371 -0.1435
H 1.28793 -0.35139 -1.08162 0.6197 -1.5284 -1.6670
C -4.46334 -0.00472 -1.21181 0.5326 -0.5369 0.8504
C -3.30558 0.96507 -1.12938 2.4231 -6.4504 0.9179
C -2.17932 0.42342 -2.01328 2.4287 -1.0975 1.0578
O -3.55673 2.14382 -1.50431 -1.9636 7.7836 -2.1530
H -5.29957 0.44753 -0.77442 -1.4177 0.5415 1.2406
H -4.25002 -0.98873 -0.72674 -0.2102 0.7951 -0.4950
H -4.81365 -0.15619 -2.20584 0.2640 -0.3154 -1.1374
H -2.92367 1.09954 -0.11274 0.1986 -1.2373 0.7740
H -2.41197 0.32823 -3.06346 -0.5579 0.4079 -0.3117
H -1.77943 -0.59719 -1.73007 -0.6035 1.0969 -0.0682
H -1.30352 1.12277 -1.89543 -0.7343 -0.6501 -0.3651
H -2.80439 2.71175 -1.19908 -0.6969 -0.0365 -0.6866
C -0.97116 -2.15258 -4.49029 -0.4246 -1.7035 -0.3322
C 0.38275 -1.54831 -4.56526 -7.6399 8.5908 -3.4965
C 0.43502 -0.12998 -3.96674 -0.3208 -0.3430 1.6780
O 1.29534 -2.15605 -4.03468 9.2316 -8.7586 3.0576
H -0.91190 -3.22256 -4.82761 -0.1944 0.7925 -0.0485
H -1.66329 -1.60354 -5.09910 -0.4533 0.1104 -0.3919
H -1.36821 -2.20674 -3.49409 -0.0565 0.2035 0.6604
H 0.61300 -1.31538 -5.57330 -0.0776 -0.0819 -1.8664
H 0.37363 -0.17708 -2.86399 0.0728 -0.2855 -0.3463
H -0.36839 0.51717 -4.19369 -0.9580 0.5818 -0.7571
H 1.35646 0.37586 -4.17970 0.6156 0.0825 -0.3876
H 1.53044 -2.85639 -4.72257 0.3191 0.7065 1.9564
C 3.42433 2.97582 -1.39566 1.7983 0.0413 0.2913
C 3.88522 2.06190 -0.26193 4.4695 0.5647 -3.6254
C 5.21271 2.47822 0.37256 0.6764 1.2292 1.5173
O 3.05482 1.89827 0.69543 -5.0566 -0.5380 4.7863
H 3.39924 4.00732 -1.08729 -0.3574 0.3931 0.1978
H 2.49973 2.63937 -1.79151 -0.8218 -0.1425 -0.4890
H 4.21341 2.94597 -2.14543 -0.1477 -0.1239 -0.3812
H 3.94781 1.07542 -0.68598 0.7541 -0.7048 -0.6574
H 6.06785 2.28743 -0.23380 0.6895 -0.0549 -0.6527
H 5.42007 1.96975 1.37898 -0.6293 0.4342 -1.4749
H 5.21846 3.60206 0.61274 -0.0861 -1.4715 -0.4533
H 2.93719 2.72678 1.15330 -0.4653 0.1992 0.5249
C 1.91972 0.67383 3.52691 2.1189 3.1754 0.8420
C 1.08932 -0.34520 4.10486 1.7130 -1.9304 -5.4751
C 1.62279 -1.70931 3.76664 1.2721 0.6811 -1.5967
O 0.92940 -0.31755 5.34902 -1.5103 1.0906 9.6062
H 2.95994 0.58012 3.85211 0.2035 -0.0579 0.1040
H 1.65558 1.75084 3.67516 -0.2278 -0.9551 0.3454
H 1.90870 0.56090 2.50842 0.1998 -0.2546 -2.6241
H 0.17797 -0.22678 3.62255 -2.2486 0.0254 -0.7658
H 2.55057 -1.93479 4.28035 0.3301 0.1729 0.1466
H 1.77802 -1.78212 2.70567 0.4519 -0.1845 -0.5985
H 0.93636 -2.43672 4.00775 -1.6203 -1.7074 0.7866
H 1.75076 -0.35833 5.87159 -0.4129 0.0472 -0.5546
C -4.46345 -4.97289 -1.17585 2.1015 -0.8391 -2.3172
C -3.43879 -4.10622 -0.45680 3.2561 -4.7898 -3.9641
C -2.63211 -3.30821 -1.48100 0.9563 -1.1618 -0.3713
O -3.95652 -3.32800 0.39040 -4.1562 5.0298 4.6965
H -4.01029 -6.01019 -1.43687 -0.8295 1.7729 0.3555
H -4.71354 -4.44224 -2.12102 -0.1078 -0.5662 0.3803
H -5.34197 -5.09525 -0.63773 -1.5491 -0.3315 1.2284
H -2.80534 -4.78094 0.16072 0.6586 -0.4107 -1.0002
H -3.22355 -2.60347 -2.04129 -0.6112 0.2734 0.0116
H -2.19044 -3.98075 -2.22552 0.0981 0.0123 0.1207
H -1.81359 -2.76360 -1.01361 0.0655 0.0405 0.0960
H -3.30687 -2.66084 0.60785 -0.1458 0.5819 0.7741
C 0.18388 5.11241 2.14724 -0.3769 1.0045 -3.7204
C 1.39391 4.28504 2.32478 -2.0433 -0.6044 -10.2810
C 2.56224 4.83464 1.48932 -0.6584 1.3495 0.6136
O 1.74015 4.20730 3.49850 2.4734 -0.4159 10.9488
H 0.24918 6.11890 2.50468 0.5318 0.8052 0.2701
H -0.65374 4.69982 2.59637 -1.7089 -1.1524 1.0136
H -0.06583 5.15367 1.02985 0.1524 0.1122 1.5412
H 1.12819 3.26376 1.90240 0.0835 0.5968 0.0133
H 2.73755 5.88772 1.87834 0.1217 -1.1649 -0.6325
H 2.30562 4.85269 0.42320 0.2943 0.0692 0.3519
H 3.42688 4.21595 1.71279 0.4071 0.3694 -0.0993
H 0.95876 4.38178 4.04341 0.6196 -0.2991 0.4726
C 1.99457 -2.85058 -0.92911 1.2511 0.6511 1.8279
O 0.69758 -3.14612 -1.35411 -0.3235 -0.8421 -0.7651
H 2.06998 -2.87826 0.18646 -0.4684 -0.3046 -0.7625
H 2.16771 -1.80603 -1.13903 0.8993 0.0391 -0.5260
H 2.81664 -3.50344 -1.26354 -0.5257 0.1800 -0.3974
H 0.73229 -3.16341 -2.33177 -0.2169 0.2228 0.4272
C -0.24055 -3.62755 1.62029 -0.1919 -0.6783 -1.0744
O 0.45274 -4.67362 0.92811 0.0567 -0.3773 0.4949
H -0.48233 -3.95594 2.64053 0.1240 -0.0867 -0.3963
H -1.17245 -3.41697 1.06407 0.1896 0.1295 0.5063
H 0.37203 -2.73104 1.67117 -0.1231 0.0094 0.0963
H 0.45450 -4.54745 -0.03808 -0.3692 0.3877 0.6524
C 0.10110 3.47490 -1.02081 0.8637 0.7426 -0.0838
O -1.14687 3.23750 -0.53353 -2.5322 1.4099 -0.1298
H 0.27464 2.79341 -1.81642 0.7168 -0.5702 -1.0896
H 0.86265 3.34960 -0.25421 0.0992 -0.0502 0.0185
H 0.11781 4.49697 -1.38610 0.2282 0.1740 -0.2054
H -1.11316 2.46872 0.00208 0.5009 -1.5420 1.5894
C -2.42411 -0.65898 2.78267 0.1716 -0.7293 0.5991
O -2.85810 -1.06481 1.49608 -0.4231 0.1725 -0.2968
H -2.09588 0.37527 2.81864 0.7351 -0.0640 -0.3208
H -1.67325 -1.43671 3.04566 -0.2002 1.0019 0.1574
H -3.22360 -0.70941 3.49508 -0.6251 -0.3652 0.4326
H -3.40187 -0.38588 1.08130 -0.0565 0.0942 0.0323
```
Forces are in eV/Å.

Atom charges from the Mulliken analysis, given in e for atoms 1 to 6: N 2.24; C 1.32; N 0.32; O -0.80; H -1.16; H -0.84

| no. | gap between HOMO and LUMO (eV) | E_LUMO (eV) | DFT total energy (Eh) |
| --- | --- | --- | --- |
| 1 | 10.6 | 0.5 | -6112.48852 |
| 2 | 9.4 | 0.1 | -1853.94735 |